{
  "formula": "C22H50IrN3OP3",
  "method": "ωB97M-V with the def2-TZVPD basis set",
  "elements": ["Ir", "P", "P", "P", "H", "C", "C", "H", "C", "C", "C", "C", "C", "C", "C", "C", "C", "H", "H", "H", "H", "H", "H", "H", "H", "H", "H", "H", "H", "H", "H", "H", "H", "H", "H", "H", "H", "H", "H", "H", "H", "H", "H", "H", "H", "H", "C", "C", "C", "C", "C", "C", "O", "H", "H", "H", "H", "H", "H", "C", "N", "C", "C", "N", "N", "C", "C", "H", "H", "H", "H", "H", "H", "H", "H", "H", "H", "H", "H", "H"],
  "coordinates": [[0.062, 0.321, 0.056], [-1.846, -1.024, -0.210], [1.161, -0.407, 1.870], [1.205, -0.953, -1.405], [-0.735, 3.554, -0.530], [-0.875, 3.765, -1.602], [-2.080, 3.522, -2.130], [-2.933, 3.019, -1.614], [-3.429, -0.368, 0.449], [-1.732, -2.603, 0.703], [-2.329, -1.422, -1.943], [2.678, 0.547, 2.024], [0.044, -0.048, 3.242], [1.637, -2.124, 2.045], [0.955, -0.951, -3.251], [1.267, -2.777, -1.191], [2.945, -0.451, -1.362], [-0.115, 4.297, -2.194], [-2.351, 4.043, -3.096], [-3.656, 0.623, 0.039], [-3.395, -0.323, 1.542], [-4.245, -1.045, 0.168], [-1.549, -2.388, 1.760], [-0.935, -3.245, 0.325], [-2.683, -3.142, 0.624], [-2.277, -0.531, -2.586], [-3.375, -1.757, -1.958], [-1.710, -2.221, -2.366], [3.353, -0.082, 2.606], [2.483, 1.480, 2.559], [3.143, 0.770, 1.056], [0.006, -0.960, 3.839], [-0.978, 0.204, 2.929], [0.469, 0.773, 3.824], [2.550, -2.326, 1.473], [0.834, -2.817, 1.778], [1.845, -2.231, 3.112], [1.637, -1.676, -3.723], [1.185, 0.032, -3.675], [-0.069, -1.235, -3.527], [1.831, -3.216, -2.016], [0.271, -3.218, -1.205], [1.770, -3.042, -0.265], [3.467, -0.784, -2.263], [3.456, -0.853, -0.489], [3.003, 0.636, -1.334], [-0.869, 1.465, -4.570], [0.304, 2.280, -4.588], [1.113, 2.111, -5.691], [0.809, 1.178, -6.680], [-0.323, 0.356, -6.572], [-1.215, 0.576, -5.560], [-1.868, 1.488, -3.600], [-1.385, 1.404, -2.818], [0.395, 3.138, -3.909], [1.985, 2.712, -5.812], [1.454, 1.041, -7.557], [-0.528, -0.456, -7.258], [-2.131, 0.044, -5.385], [-2.941, 2.589, 2.599], [-1.628, 3.251, 2.553], [-1.584, 4.571, 3.157], [-0.645, 2.824, 1.711], [-0.999, 1.892, 0.833], [0.572, 3.475, 1.692], [1.217, 3.763, 2.976], [1.464, 3.467, 0.524], [-3.505, 3.126, 3.360], [-2.876, 1.542, 2.908], [-3.497, 2.678, 1.655], [-1.110, 4.520, 4.157], [-1.038, 5.279, 2.495], [-2.636, 4.899, 3.260], [-1.999, 1.781, 0.720], [2.301, 3.559, 2.869], [1.093, 4.830, 3.270], [0.826, 3.111, 3.800], [1.803, 2.459, 0.304], [0.940, 3.875, -0.333], [2.273, 4.146, 0.748]],
  "atomic_forces_ev_per_a": [[-1.97, 0.04, -1.38], [-1.34, -0.77, 0.23], [-0.04, 0.31, 0.46], [2.06, -0.75, -2.58], [-0.12, 0.33, -0.73], [1.45, 0.61, 1.16], [-3.43, 0.33, -2.07], [0.98, 0.30, -0.45], [0.19, 0.05, 0.03], [-0.25, -0.09, -0.20], [-0.10, -0.09, 0.05], [0.36, -0.09, 0.38], [0.05, -0.12, 0.51], [0.13, -0.23, 0.14], [-0.30, 0.05, 0.02], [-0.15, 0.07, 0.30], [0.34, -0.08, -0.27], [-0.15, -0.40, 0.48], [0.14, -0.63, 1.13], [-0.06, -0.12, 0.06], [0.00, 0.06, -0.16], [0.16, 0.12, 0.03], [-0.05, 0.01, -0.14], [-0.17, 0.09, 0.12], [0.13, 0.01, 0.00], [0.05, -0.33, 0.29], [0.26, -0.06, 0.08], [-0.10, 0.18, 0.11], [0.32, 0.29, 0.14], [0.11, -0.20, -0.05], [-0.18, -0.15, 0.33], [-0.11, 0.21, 0.38], [0.45, -0.09, 0.01], [-0.18, -0.17, 0.20], [-0.21, -0.04, 0.23], [0.22, 0.14, 0.06], [0.20, -0.26, 0.01], [-0.12, 0.17, 0.35], [-0.02, -0.13, 0.22], [0.23, 0.13, 0.10], [0.04, 0.22, -0.01], [0.10, 0.02, -0.04], [-0.14, -0.06, -0.10], [0.05, -0.13, 0.15], [0.05, -0.04, 0.01], [0.02, 0.06, 0.03], [-0.18, 1.11, 0.74], [-4.08, -0.42, 1.56], [1.18, -0.96, -2.61], [0.06, -0.65, -0.73], [2.36, 0.05, -2.49], [-0.81, 0.60, 2.25], [0.14, 1.13, -1.60], [1.03, -0.47, 2.89], [0.25, -0.66, -0.25], [0.60, 0.36, -0.04], [-0.13, 0.19, 0.52], [0.25, 0.04, -0.30], [-0.38, -0.23, -0.49], [0.13, 0.05, 0.38], [0.85, -0.52, -0.87], [0.01, 0.85, 0.43], [-0.99, 1.95, 0.86], [0.88, -0.28, -1.10], [-0.86, -1.23, 0.26], [0.42, 0.45, 1.05], [-0.74, 0.08, 0.44], [-0.13, -0.31, -0.09], [0.08, 0.15, -0.11], [0.12, 0.03, 0.11], [-0.33, 0.30, -0.50], [-0.35, -0.43, 0.55], [0.79, 0.10, 0.05], [0.04, 0.09, 0.27], [-0.63, 0.20, 0.13], [0.18, -0.75, -0.13], [0.22, 0.60, -0.77], [0.31, -0.07, -0.17], [0.48, -0.08, 0.11], [0.32, -0.04, 0.02]],
  "total_energy_ev": -60802.074,
  "charge": 4,
  "spin_multiplicity": 6,
  "s_squared": 8.78,
  "homo_ev": [-17.44, -19.94],
  "de_lowest_kj_mol": 198.5,
  "gap_ev": [5.85, 3.57],
  "max_force_ha_per_bohr": 0.08536
}

***

{
  "formula": "C22H50N3OP3Tc",
  "method": "ωB97M-V with the def2-TZVPD basis set",
  "elements": ["Tc", "P", "P", "P", "H", "C", "C", "H", "C", "C", "C", "C", "C", "C", "C", "C", "C", "H", "H", "H", "H", "H", "H", "H", "H", "H", "H", "H", "H", "H", "H", "H", "H", "H", "H", "H", "H", "H", "H", "H", "H", "H", "H", "H", "H", "H", "C", "C", "C", "C", "C", "C", "O", "H", "H", "H", "H", "H", "H", "C", "N", "C", "C", "N", "N", "C", "C", "H", "H", "H", "H", "H", "H", "H", "H", "H", "H", "H", "H", "H"],
  "coordinates": [[0.047, 0.126, 0.238], [1.444, 1.954, 0.038], [0.207, -0.101, 2.698], [-1.730, 1.726, 0.663], [0.797, -2.192, -2.650], [0.248, -1.294, -2.315], [0.987, -0.152, -2.058], [2.074, -0.263, -1.998], [3.198, 1.638, -0.391], [1.711, 3.153, 1.401], [0.940, 3.087, -1.319], [-0.999, -1.401, 3.181], [1.849, -0.725, 3.257], [-0.136, 1.191, 3.951], [-2.494, 2.772, -0.662], [-1.912, 3.071, 1.978], [-3.212, 0.744, 1.149], [-0.849, -1.275, -2.374], [0.749, 0.827, -2.454], [3.260, 1.067, -1.321], [3.706, 1.103, 0.427], [3.703, 2.599, -0.546], [2.053, 2.641, 2.307], [0.805, 3.723, 1.628], [2.496, 3.858, 1.098], [0.353, 2.540, -2.070], [1.838, 3.490, -1.796], [0.319, 3.900, -0.933], [-1.281, -1.285, 4.235], [-0.567, -2.397, 3.032], [-1.901, -1.324, 2.563], [2.104, -0.307, 4.242], [2.624, -0.431, 2.538], [1.852, -1.820, 3.337], [-1.212, 1.297, 4.122], [0.252, 2.164, 3.642], [0.333, 0.930, 4.909], [-3.117, 3.580, -0.257], [-3.097, 2.127, -1.310], [-1.691, 3.199, -1.268], [-2.761, 3.740, 1.767], [-1.043, 3.728, 2.040], [-2.079, 2.688, 2.989], [-4.130, 1.300, 0.911], [-3.216, 0.469, 2.213], [-3.206, -0.173, 0.548], [-2.047, 1.198, -3.643], [-2.970, 0.118, -3.496], [-4.140, 0.170, -4.233], [-4.369, 1.190, -5.176], [-3.394, 2.170, -5.373], [-2.208, 2.130, -4.698], [-1.211, 1.471, -2.727], [-1.073, 0.485, -1.120], [-2.791, -0.581, -2.679], [-4.907, -0.597, -4.071], [-5.306, 1.226, -5.739], [-3.503, 2.968, -6.079], [-1.445, 2.885, -4.743], [4.009, -2.156, 0.031], [2.949, -3.110, 0.367], [3.380, -4.503, 0.372], [1.676, -2.658, 0.485], [1.467, -1.398, 0.117], [0.668, -3.437, 0.924], [0.905, -4.456, 1.929], [-0.664, -3.239, 0.340], [4.959, -2.649, 0.261], [3.956, -1.236, 0.650], [4.035, -1.914, -1.055], [3.592, -4.872, 1.386], [2.652, -5.143, -0.136], [4.337, -4.569, -0.154], [2.286, -1.087, -0.379], [0.015, -4.589, 2.537], [1.149, -5.431, 1.494], [1.702, -4.156, 2.621], [-1.227, -2.524, 0.948], [-0.567, -2.821, -0.675], [-1.232, -4.179, 0.333]],
  "atomic_forces_ev_per_a": [[-0.94, -0.18, -2.08], [0.37, 1.01, -0.11], [-0.39, 0.35, 0.46], [-1.79, 1.41, 0.96], [-0.51, 0.00, 1.11], [0.53, 1.87, -0.22], [0.01, -0.78, -1.57], [-0.41, -0.20, -0.34], [-0.08, -0.30, 0.12], [-0.05, -0.25, 0.13], [-0.02, -0.39, -0.23], [0.07, -0.11, 0.07], [0.20, -0.02, -0.28], [0.00, 0.25, -0.02], [0.48, -0.26, -0.44], [0.54, 0.04, 0.35], [0.10, -0.29, -0.23], [0.69, 0.02, -0.48], [-0.54, -0.14, 0.56], [0.25, 0.13, 0.18], [-0.09, 0.17, -0.27], [-0.05, -0.21, 0.07], [-0.03, 0.11, -0.11], [0.26, -0.16, -0.06], [-0.21, -0.15, 0.01], [0.41, 0.58, 0.41], [-0.17, 0.15, 0.12], [0.22, -0.03, 0.01], [0.08, -0.14, -0.23], [-0.11, 0.21, 0.21], [0.09, 0.04, 0.25], [-0.12, -0.17, -0.31], [-0.14, -0.02, 0.25], [-0.04, 0.26, 0.00], [0.20, -0.13, -0.06], [-0.02, -0.14, 0.03], [-0.13, -0.10, -0.27], [0.21, -0.44, -0.01], [0.02, 0.17, 0.15], [-0.34, 0.11, 0.06], [0.19, -0.54, -0.21], [-0.09, -0.12, -0.07], [0.07, -0.11, -0.36], [0.29, -0.12, 0.21], [0.02, 0.17, -0.33], [-0.20, -0.03, 0.11], [1.62, 0.21, 1.55], [1.23, 0.41, 1.15], [-2.11, -0.13, -1.55], [-0.49, -0.35, 0.24], [-1.79, -0.13, -1.58], [1.73, -0.01, 1.73], [-1.17, -0.72, -2.03], [0.54, -0.04, 2.49], [-0.29, 0.05, -0.34], [0.25, 0.29, -0.20], [0.32, -0.05, 0.23], [-0.48, 0.22, -0.48], [0.16, 0.34, -0.43], [0.64, 0.15, 0.29], [0.84, -0.72, 0.42], [0.33, -0.62, -0.21], [1.00, 3.23, -0.88], [0.65, -2.00, 1.55], [-0.62, -1.23, -0.10], [-0.07, -0.09, 0.77], [-0.04, 0.07, -0.15], [-0.17, 0.14, -0.10], [-0.19, -0.55, -0.43], [-0.18, -0.09, 0.49], [-0.23, 0.17, -0.10], [0.13, 0.03, 0.18], [-0.35, 0.00, -0.06], [-0.09, 0.21, 0.06], [-0.31, -0.04, -0.15], [-0.11, 0.04, -0.15], [-0.03, -0.04, -0.39], [0.02, -0.05, 0.06], [0.09, -0.35, 0.51], [0.35, 0.12, 0.09]],
  "total_energy_ev": -60161.537,
  "charge": 4,
  "spin_multiplicity": 4,
  "s_squared": 3.81,
  "homo_ev": [-19.04, -18.95],
  "gap_ev": [7.52, 3.22],
  "max_force_ha_per_bohr": 0.06795
}